Below is a cluster of 2 separate species, C2H6N2O2S in total, with properties calculated with wB97M-V/def2-TZVPD.

The geometry in XYZ format:
```
13
Properties=species:S:1:pos:R:3
S -1.59435 -0.53619 0.63055
O -0.44868 -0.86037 -0.19931
O -1.84245 -1.92919 1.56143
N -0.56051 1.63910 -1.28192
N -1.02642 0.43745 1.95292
C 0.46041 1.14650 -1.40755
C 1.70619 0.46108 -1.51281
H 2.57775 1.17782 -1.31312
H 1.92059 0.12299 -2.51168
H -0.25436 0.05237 2.49661
H -1.82683 -2.68953 0.91523
H -0.84166 1.31324 1.50547
H 1.73031 -0.33528 -0.83583
```

For the orbital gap, the calculation gives 10.8 eV. For the total energy, the calculation gives -20080.4266 eV. The relative energy (zero: lowest compared OMol25 entry of this formula, charge and spin) is 38.3 kcal/mol. The charge is 0. As for the molecular weight: 122.15 g mol⁻¹.